--- 1 ---
Below is 2 unconnected molecules or ions with the total composition C4H4O, with properties calculated with the ωB97M-V functional and the def2-TZVPD basis.

Each line ends with the Mulliken charge.
Geometry (Å):
C -1.1904 0.7264 -0.5989  0.46
C -2.1312 0.3360 -1.3613  -0.39
C -0.0753 0.2839 0.2231  0.12
C 1.1335 -0.4831 -0.0512  -0.76
O -0.2952 1.5767 0.0776  -0.35
H -1.3565 -0.7563 2.2130  0.03
H 1.9129 0.1087 0.4162  0.31
H 1.1265 -0.3509 -1.1328  0.29
H 0.8757 -1.4414 0.2143  0.29

Results
Kohn-Sham gap (spin up / spin down) = 7.663 / 9.067 eV
HOMO (spin up / spin down) = -8.85 / -10.23 eV

--- 2 ---
Below is C4H4O in the gas phase, with properties calculated with the ωB97M-V functional and the def2-TZVPD basis.

Each line ends with the Mulliken charge.
Geometry (Å):
C -1.6243 -0.2131 0.4697  -0.19
C -0.2666 -0.4910 0.1093  0.53
O -1.0667 -1.5608 0.3708  -0.41
C 0.8991 -0.0917 -0.2734  0.03
C 1.8960 0.5425 -0.8315  -0.85
H 1.8409 0.7633 -1.8949  0.23
H -1.8691 0.1211 1.4741  0.21
H -2.3220 0.0472 -0.3241  0.20
H 2.7690 0.8933 -0.2883  0.24

Results
SMILES = C=C=C1CO1
Kohn-Sham gap = 10.157 eV
HOMO = -9.14 eV

Of them, 1 has the lowest stability.

--- 1 ---
Below is C6H10N2 in the gas phase, with properties calculated with the ωB97M-V functional and the def2-TZVPD basis.

Each line ends with the Mulliken charge.
Geometry (Å):
C 1.2550 0.7571 1.0404  -0.85
C -0.7925 -0.1787 1.7179  -0.58
C -0.5710 -0.3626 0.1884  0.57
C 0.5754 0.1927 -0.1790  0.28
C 0.6711 0.4482 -1.6427  -0.61
C -1.3479 -0.6954 -1.0473  -0.57
H 2.2585 0.4479 1.0757  0.40
H 1.0424 1.8441 0.9021  0.24
H 1.2176 -0.6988 2.3347  0.33
H -1.2229 -1.0594 2.3277  0.30
H -1.4918 0.7112 1.7948  0.21
H 0.8190 1.5735 -1.8565  0.23
H 1.6085 -0.0697 -2.0269  0.21
H -0.0412 -1.1251 -2.4583  0.32
H -2.2580 0.0191 -1.0924  0.16
H -1.8033 -1.7203 -1.3988  0.30
N 0.6298 0.1523 2.2074  -0.45
N -0.4683 -0.2795 -2.2173  -0.49

Results
SMILES = C1NCC2=C1CNC2
Kohn-Sham gap = 9.587 eV
HOMO = -8.64 eV

--- 2 ---
Below is 2 unconnected molecules or ions with the total composition C6H10N2, with properties calculated with the ωB97M-V functional and the def2-TZVPD basis.

Each line ends with the Mulliken charge.
Geometry (Å):
C 0.6994 -2.1767 0.0798  -1.01
N -0.1281 -1.0707 0.5440  -0.22
C -1.6172 -0.0148 -0.7860  0.54
N -2.5688 -0.6703 -0.8993  -0.55
H -0.8793 -1.3917 1.1443  0.32
H 0.0637 -2.9178 -0.3995  0.34
H 1.2568 -2.6400 0.8994  0.33
H 1.4144 -1.8027 -0.6522  0.31
C 0.4787 0.1615 1.0335  -0.18
C -0.7847 1.2462 -0.8905  -0.12
C 1.8119 0.3639 1.0832  -0.74
C -1.3507 2.4279 -1.1903  -0.72
H -0.1363 0.6133 1.8035  0.35
H 0.2456 1.0894 -1.1873  0.31
H 2.4973 -0.0636 0.3707  0.24
H -2.4065 2.6017 -1.0375  0.28
H -0.8304 3.2074 -1.7244  0.26
H 2.2340 1.0370 1.8085  0.26

Results
SMILES = C=CC#N.C=CNC
Kohn-Sham gap = 8.576 eV
HOMO = -8.15 eV

--- 3 ---
Below is C6H10N2 in the gas phase, with properties calculated with the ωB97M-V functional and the def2-TZVPD basis.

Each line ends with the Mulliken charge.
Geometry (Å):
C -0.8936 -3.1594 0.5617  -0.14
C -0.2578 -2.1295 0.6711  -0.53
C -0.3652 0.9943 -0.3601  0.87
C 0.0205 2.3524 -0.7816  -1.31
C -1.7616 0.6269 -0.9196  -1.14
C 2.1247 -1.0484 1.0941  -0.71
N 0.4851 0.3545 0.2907  0.04
N 0.7127 -0.6407 1.0673  -0.27
H -1.3920 -4.0895 0.6064  0.42
H -0.1090 2.7536 -1.7882  0.37
H -0.4633 3.1220 -0.0665  0.23
H 1.0683 2.5101 -0.5228  0.33
H -2.1601 -0.3871 -0.7647  0.27
H -2.5635 1.2490 -0.5373  0.32
H -1.7363 0.9137 -1.9334  0.35
H 2.2995 -1.8572 0.3182  0.26
H 2.7269 -0.1655 0.9846  0.35
H 2.2649 -1.3993 2.0800  0.28

Results
SMILES = C#CN(C)N=C(C)C
Kohn-Sham gap = 9.760 eV
HOMO = -8.76 eV

--- 4 ---
Below is a molecular structure, C6H10N2, with properties calculated with the ωB97M-V functional and the def2-TZVPD basis.

Each line ends with the Mulliken charge.
Geometry (Å):
C -0.4005 1.5808 -0.1654  -0.63
C 0.8501 0.6807 0.2992  -0.29
C 2.1939 0.1623 -0.0583  -0.38
C 0.1672 -1.6298 -0.1652  -0.23
C -0.9307 -0.8115 0.1456  -0.19
C -1.2855 0.4667 -0.6194  0.16
H -0.0977 2.3212 -0.7641  0.47
H -0.6544 1.9025 0.9330  0.21
H 0.3788 0.3717 1.3193  0.21
H 2.7764 0.4207 -0.8933  0.30
H 2.8931 -0.5933 0.6633  0.19
H 0.1696 -2.4321 -1.0812  0.30
H 0.3259 -1.8243 0.8714  0.28
H -0.7246 -0.2304 1.1331  0.09
H -2.9190 -0.1797 0.9017  0.29
H -1.2351 0.4911 -1.8234  0.19
N 0.8335 -0.4286 -0.6282  -0.26
N -2.3409 -0.2679 -0.0681  -0.70

Results
Kohn-Sham gap = 9.588 eV
HOMO = -8.60 eV

Of them, 4 has the lowest stability.

--- 1 ---
Below is 2 unconnected molecules or ions with the total composition C2H4ClFS, with properties calculated with the ωB97M-V functional and the def2-TZVPD basis.

Each line ends with the Mulliken charge.
Geometry (Å):
C -0.7847 -1.3147 -0.2625  -0.81
C -0.8470 0.1733 -0.3807  -0.08
H -1.4197 -1.6443 0.5686  0.27
H 0.2390 -1.6230 -0.0158  0.26
H -1.1028 -1.8058 -1.1885  0.30
H -0.5399 0.7177 0.5190  0.29
F 2.5379 2.3280 1.9586  -0.17
S -1.3146 1.0076 -1.6790  -0.23
Cl 3.2318 2.1612 0.4803  0.17

Results
SMILES = CC=S.FCl
Kohn-Sham gap = 7.673 eV
HOMO = -8.73 eV

--- 2 ---
Below is 2 unconnected molecules or ions with the total composition C2H4ClFS, with properties calculated with the ωB97M-V functional and the def2-TZVPD basis.

Each line ends with the Mulliken charge.
Geometry (Å):
C 0.1980 1.0668 -0.1086  -0.99
C 0.9021 -0.2480 -0.1505  0.41
F 1.4974 -0.4450 -1.3698  -0.22
S 1.4273 -1.2133 1.0605  -0.19
Cl -1.6453 -2.1888 0.3813  -0.23
H 0.8907 1.7784 -0.3656  0.38
H -0.7588 1.0712 -0.6677  0.25
H -0.0277 1.4103 0.8328  0.37
H -2.4836 -1.2316 0.3876  0.23

Results
SMILES = CC(F)=S.Cl
Kohn-Sham gap = 9.028 eV
HOMO = -9.24 eV

Of them, 1 has the lowest stability.

--- 1 ---
Below is a molecular structure, C4H7N, with properties calculated with the ωB97M-V functional and the def2-TZVPD basis.

Each line ends with the Mulliken charge.
Geometry (Å):
C 0.6674 0.0816 -0.5580  0.40
C -0.0169 -1.2569 -0.3297  -0.57
C -0.1353 0.9421 0.2951  -0.32
C -1.0480 -0.1308 0.9062  -0.71
N 1.6934 0.1247 -1.2590  -0.64
H -0.5382 -1.6123 -1.1634  0.29
H 0.7361 -1.9862 0.0846  0.24
H 0.4580 1.6762 0.8836  0.34
H -0.7652 1.6021 -0.3234  0.20
H -2.0395 0.0168 0.7277  0.30
H -1.0131 -0.5015 1.9963  0.23
H 2.0012 1.0442 -1.2599  0.25

Results
Kohn-Sham gap = 11.039 eV
HOMO = -9.91 eV

--- 2 ---
Below is C4H7N in the gas phase, with properties calculated with the ωB97M-V functional and the def2-TZVPD basis.

Each line ends with the Mulliken charge.
Geometry (Å):
C 1.7491 0.4087 0.1556  -0.61
C 0.9790 -0.6101 -0.1643  -0.21
C -0.5025 -0.6261 -0.3974  0.06
C -1.3501 0.6138 -0.3693  -0.43
H 1.6544 1.5081 0.0074  0.27
H 2.7153 0.0388 0.6426  0.20
H 1.3522 -1.6911 -0.1156  0.24
H -0.7533 -1.3268 -1.1841  0.30
H -0.9107 1.5069 0.0517  0.21
H -2.2071 0.7503 -0.9600  0.26
H -1.2245 -0.1610 1.6214  0.26
N -1.5019 -0.4116 0.7121  -0.55

Results
SMILES = C=C[C@@H]1CN1
Kohn-Sham gap = 10.316 eV
HOMO = -9.13 eV

Of them, 1 has the lowest stability.